Entry 1:
A 16-piece molecular cluster, C70H184N12O27 overall. Source: the OMol25 dataset; level of theory: wB97M-V/def2-TZVPD.

Positions of all 293 atoms, in Å:
C (2.556, 3.340, 4.810)
C (2.922, 1.896, 5.087)
O (3.855, 1.456, 4.084)
O (1.653, 3.918, 5.739)
H (2.162, 3.331, 3.813)
H (3.355, 4.022, 4.738)
H (1.953, 1.286, 5.071)
H (3.389, 1.844, 6.089)
H (3.405, 0.779, 3.563)
H (0.843, 3.300, 5.660)
C (-4.200, 4.034, -0.674)
C (-3.306, 4.935, -1.601)
O (-2.076, 5.222, -0.974)
O (-5.384, 3.817, -1.468)
H (-4.595, 4.552, 0.232)
H (-3.589, 3.177, -0.337)
H (-3.884, 5.860, -1.855)
H (-3.110, 4.487, -2.646)
H (-1.388, 4.651, -1.324)
H (-5.892, 3.102, -1.079)
C (-0.016, 6.702, 3.291)
C (1.162, 7.159, 4.141)
O (1.019, 6.579, 5.454)
O (-1.362, 6.950, 3.716)
H (-0.035, 5.597, 3.133)
H (-0.005, 7.058, 2.258)
H (1.215, 8.231, 4.212)
H (2.092, 6.802, 3.640)
H (1.196, 5.606, 5.434)
H (-1.309, 7.258, 4.606)
C (1.179, 5.604, 0.215)
C (1.640, 4.825, -1.013)
O (0.609, 3.935, -1.500)
O (0.315, 6.682, -0.054)
H (2.068, 6.020, 0.656)
H (0.682, 4.909, 0.839)
H (2.496, 4.193, -0.769)
H (1.957, 5.508, -1.810)
H (0.665, 3.868, -2.488)
H (-0.557, 6.327, -0.347)
C (-6.014, 2.472, 1.864)
C (-6.718, 1.365, 1.051)
C (-7.921, 0.825, 1.862)
O (-7.387, 0.349, 3.132)
C (-8.247, -0.568, 3.878)
N (-7.129, 1.896, -0.201)
H (-5.575, 2.040, 2.762)
H (-6.705, 3.248, 2.152)
H (-5.185, 2.949, 1.345)
H (-6.046, 0.562, 0.800)
H (-8.414, 0.063, 1.286)
H (-8.582, 1.674, 2.018)
H (-9.097, -0.078, 4.439)
H (-7.530, -1.000, 4.601)
H (-8.547, -1.348, 3.223)
H (-8.030, 2.407, -0.136)
H (-7.239, 1.190, -0.919)
C (-6.935, 2.336, 8.635)
C (-5.896, 3.234, 9.178)
C (-5.405, 4.309, 8.177)
O (-4.994, 3.737, 6.930)
C (-4.198, 4.632, 6.213)
N (-6.309, 3.896, 10.331)
H (-7.888, 2.821, 8.399)
H (-7.091, 1.651, 9.468)
H (-6.655, 1.803, 7.712)
H (-5.025, 2.581, 9.341)
H (-4.636, 4.861, 8.694)
H (-6.256, 5.041, 8.075)
H (-3.932, 4.195, 5.263)
H (-3.247, 4.986, 6.647)
H (-4.822, 5.573, 5.988)
H (-7.305, 4.155, 10.333)
H (-5.727, 4.589, 10.751)
C (-0.849, -2.766, 1.360)
C (-1.808, -2.571, 2.514)
C (-1.740, -3.728, 3.520)
O (-1.766, -4.998, 2.921)
C (-2.927, -5.221, 2.197)
N (-1.399, -1.336, 3.246)
H (0.197, -2.875, 1.740)
H (-0.838, -1.888, 0.742)
H (-1.096, -3.661, 0.761)
H (-2.844, -2.423, 2.092)
H (-2.563, -3.674, 4.345)
H (-0.768, -3.676, 4.053)
H (-2.936, -6.303, 1.875)
H (-2.975, -4.712, 1.220)
H (-3.774, -5.003, 2.822)
H (-1.257, -0.566, 2.599)
H (-2.146, -1.159, 3.926)
C (4.475, -1.906, 4.346)
C (4.071, -2.159, 2.970)
C (2.810, -2.969, 3.020)
O (3.217, -4.229, 3.377)
C (2.218, -5.153, 3.626)
N (3.782, -0.805, 2.346)
H (4.615, -2.793, 4.961)
H (3.668, -1.325, 4.784)
H (5.331, -1.238, 4.486)
H (4.765, -2.847, 2.379)
H (2.270, -2.950, 2.012)
H (2.109, -2.574, 3.759)
H (2.564, -5.785, 4.500)
H (2.122, -5.806, 2.754)
H (1.323, -4.632, 3.906)
H (4.610, -0.284, 2.516)
H (3.846, -0.817, 1.286)
C (-1.729, 0.828, 7.325)
C (-1.673, 1.112, 5.861)
C (-3.008, 0.843, 5.219)
O (-3.377, -0.572, 5.300)
C (-4.787, -0.764, 5.381)
N (-1.170, 2.432, 5.732)
H (-2.399, 1.447, 7.926)
H (-0.728, 1.126, 7.686)
H (-1.870, -0.219, 7.530)
H (-0.934, 0.371, 5.451)
H (-2.944, 1.119, 4.127)
H (-3.750, 1.496, 5.678)
H (-5.333, -0.008, 4.829)
H (-5.194, -0.768, 6.377)
H (-4.990, -1.768, 5.046)
H (-1.651, 3.082, 6.322)
H (-1.309, 2.758, 4.763)
C (6.267, -4.675, -2.916)
O (7.160, -5.704, -2.520)
C (6.545, -6.636, -1.732)
C (6.388, -6.163, -0.319)
N (5.403, -7.079, 0.360)
C (5.227, -6.730, 1.768)
C (6.479, -7.106, 2.619)
O (7.274, -5.969, 2.758)
C (6.763, -4.942, 3.621)
H (5.381, -5.124, -3.346)
H (6.695, -4.165, -3.750)
H (6.084, -3.981, -2.149)
H (7.189, -7.546, -1.722)
H (5.558, -6.904, -2.167)
H (5.944, -5.133, -0.304)
H (7.341, -6.043, 0.169)
H (4.527, -7.114, -0.207)
H (4.298, -7.264, 2.088)
H (5.061, -5.664, 1.822)
H (6.963, -7.813, 1.899)
H (6.288, -7.534, 3.550)
H (6.027, -5.314, 4.319)
H (6.220, -4.324, 2.940)
H (7.581, -4.334, 3.997)
C (-1.226, 4.728, -6.948)
O (-1.373, 4.595, -5.515)
C (-1.360, 3.169, -5.132)
C (0.027, 2.560, -5.169)
N (0.868, 3.404, -4.312)
C (2.321, 2.944, -4.221)
C (3.067, 3.051, -5.582)
O (3.094, 4.404, -6.040)
C (3.865, 4.548, -7.248)
H (-2.138, 4.256, -7.434)
H (-0.360, 4.215, -7.334)
H (-1.114, 5.812, -7.136)
H (-1.971, 2.612, -5.835)
H (-1.786, 3.182, -4.120)
H (0.516, 2.361, -6.165)
H (-0.058, 1.489, -4.723)
H (0.852, 4.321, -4.718)
H (2.327, 1.898, -3.814)
H (2.777, 3.621, -3.498)
H (2.483, 2.465, -6.276)
H (4.045, 2.644, -5.486)
H (3.563, 3.940, -8.131)
H (4.932, 4.287, -7.031)
H (3.692, 5.620, -7.481)
C (-2.958, -6.497, -3.135)
O (-1.703, -5.959, -3.126)
C (-1.712, -4.681, -2.563)
C (-0.236, -4.325, -2.263)
N (0.336, -5.152, -1.192)
C (1.637, -4.725, -0.641)
C (2.788, -5.067, -1.582)
O (3.091, -6.487, -1.581)
C (2.311, -7.269, -2.421)
H (-2.871, -7.510, -3.564)
H (-3.733, -5.954, -3.777)
H (-3.486, -6.733, -2.213)
H (-2.373, -4.688, -1.664)
H (-2.231, -4.016, -3.235)
H (-0.112, -3.260, -2.015)
H (0.285, -4.504, -3.227)
H (-0.318, -5.459, -0.505)
H (1.812, -5.369, 0.237)
H (1.510, -3.667, -0.305)
H (3.739, -4.592, -1.240)
H (2.618, -4.760, -2.669)
H (2.733, -8.241, -2.341)
H (2.443, -6.948, -3.480)
H (1.242, -7.302, -2.117)
C (5.027, 3.502, 1.155)
O (4.927, 2.828, -0.085)
C (5.963, 1.922, -0.284)
C (5.803, 1.374, -1.724)
N (5.807, 2.249, -2.881)
C (7.101, 2.882, -3.100)
C (6.994, 4.100, -4.023)
O (6.267, 5.054, -3.404)
C (5.924, 6.121, -4.326)
H (5.991, 3.972, 1.197)
H (4.910, 2.840, 2.050)
H (4.343, 4.366, 1.251)
H (5.878, 1.030, 0.365)
H (6.866, 2.444, -0.059)
H (4.900, 0.738, -1.708)
H (6.734, 0.757, -1.898)
H (5.124, 2.978, -2.809)
H (7.845, 2.234, -3.515)
H (7.447, 3.245, -2.137)
H (6.552, 3.732, -5.002)
H (8.014, 4.455, -4.319)
H (5.520, 6.998, -3.797)
H (5.167, 5.899, -5.070)
H (6.767, 6.486, -4.905)
C (-1.881, -0.811, -3.491)
O (-1.797, 0.482, -2.921)
C (-2.328, 0.409, -1.604)
C (-3.795, 0.507, -1.476)
N (-4.482, -0.771, -1.654)
C (-4.737, -1.556, -0.512)
C (-5.962, -2.459, -0.772)
O (-7.026, -1.533, -0.817)
C (-8.288, -1.930, -1.306)
H (-1.509, -1.598, -2.853)
H (-1.297, -0.658, -4.367)
H (-2.913, -1.002, -3.749)
H (-1.902, 1.259, -1.063)
H (-1.964, -0.423, -0.986)
H (-4.090, 1.224, -2.268)
H (-4.043, 0.888, -0.490)
H (-5.473, -0.555, -1.958)
H (-4.886, -0.976, 0.387)
H (-3.918, -2.166, -0.153)
H (-6.081, -3.181, 0.035)
H (-5.815, -2.911, -1.745)
H (-8.668, -1.026, -1.847)
H (-8.910, -2.257, -0.453)
H (-8.330, -2.711, -2.067)
C (2.881, -1.525, -2.367)
O (2.480, -1.006, -1.063)
C (1.662, 0.147, -1.241)
C (1.676, 1.087, -0.093)
N (0.979, 0.478, 1.120)
C (0.564, 1.498, 2.082)
C (-0.835, 2.047, 1.689)
O (-1.135, 3.097, 2.642)
C (-2.234, 3.922, 2.305)
H (3.298, -2.542, -2.306)
H (3.625, -0.850, -2.898)
H (1.961, -1.693, -2.912)
H (0.592, -0.076, -1.400)
H (1.979, 0.688, -2.157)
H (1.179, 1.932, -0.431)
H (2.691, 1.349, 0.132)
H (1.541, -0.250, 1.575)
H (1.210, 2.377, 2.164)
H (0.507, 1.021, 3.024)
H (-1.630, 1.336, 1.708)
H (-0.751, 2.545, 0.630)
H (-2.428, 4.496, 3.185)
H (-3.111, 3.342, 2.065)
H (-2.066, 4.516, 1.405)
C (-1.074, -1.868, -11.269)
O (-0.477, -2.501, -10.172)
C (-1.435, -3.067, -9.318)
C (-0.710, -3.751, -8.247)
N (-0.484, -2.863, -7.136)
C (-0.201, -3.437, -5.853)
C (1.241, -3.884, -5.666)
O (2.131, -2.747, -5.785)
C (3.470, -3.135, -5.776)
H (-0.273, -1.431, -11.891)
H (-1.768, -1.055, -10.906)
H (-1.546, -2.598, -11.950)
H (-2.161, -3.692, -9.849)
H (-2.088, -2.337, -8.776)
H (0.098, -4.387, -8.684)
H (-1.435, -4.445, -7.837)
H (0.226, -2.180, -7.340)
H (-0.897, -4.290, -5.773)
H (-0.484, -2.639, -5.073)
H (1.471, -4.562, -6.489)
H (1.475, -4.399, -4.703)
H (3.629, -4.129, -5.349)
H (4.024, -2.439, -5.176)
H (3.881, -3.198, -6.838)

Calculated values
* gap between HOMO and LUMO: 8.4 eV
* E_HOMO: -8.1 eV
* E_tot: -5465.3822 hartree
* LUMO: 0.22 eV
* max |F|: 3.57 eV/A

---

Entry 2:
C34H40FeN5Sb2Te as an isolated structure. Source: the OMol25 dataset; level of theory: wB97M-V/def2-TZVPD.

Positions of all 83 atoms, in Å:
Fe (-1.017, -0.036, 0.354)
C (-4.135, 0.607, 0.110)
N (-2.932, 1.200, -0.499)
C (-2.751, 2.609, -0.129)
C (-2.252, 2.622, 1.277)
N (-1.491, 1.661, 1.742)
C (-1.273, 1.950, 3.086)
C (-0.583, 1.258, 4.078)
C (-0.545, 1.817, 5.339)
C (-1.182, 3.032, 5.625)
C (-1.883, 3.725, 4.659)
C (-1.921, 3.154, 3.394)
N (-2.541, 3.544, 2.214)
C (-3.890, -0.829, 0.445)
N (-2.696, -1.308, 0.697)
C (-2.866, -2.643, 1.047)
C (-1.934, -3.606, 1.417)
C (-2.416, -4.856, 1.747)
C (-3.786, -5.149, 1.692)
C (-4.720, -4.204, 1.317)
C (-4.232, -2.943, 0.999)
N (-4.849, -1.760, 0.606)
H (-4.336, 1.128, 1.050)
H (-5.022, 0.701, -0.523)
H (-2.988, 1.121, -1.508)
H (-2.007, 3.051, -0.794)
H (-3.671, 3.196, -0.217)
H (-0.120, 0.301, 3.878)
H (-0.020, 1.304, 6.133)
H (-1.130, 3.432, 6.628)
H (-2.379, 4.662, 4.872)
H (-3.114, 4.364, 2.095)
H (-0.877, -3.370, 1.447)
H (-1.727, -5.629, 2.058)
H (-4.118, -6.145, 1.950)
H (-5.776, -4.433, 1.269)
H (-5.839, -1.618, 0.490)
C (1.090, -0.175, 1.575)
Sb (2.598, 1.328, 2.088)
C (2.161, 2.488, 0.294)
C (4.337, 0.270, 1.184)
C (5.087, 1.301, 0.424)
C (5.556, 2.433, 1.095)
C (6.084, 3.515, 0.415)
C (6.141, 3.494, -0.976)
C (5.730, 2.369, -1.654)
C (5.248, 1.235, -0.976)
C (4.982, 0.022, -1.744)
Sb (2.731, -0.295, -2.186)
C (2.521, 1.393, -3.490)
C (2.951, -1.741, -3.756)
H (1.211, -1.077, 2.171)
H (1.188, -0.432, 0.518)
H (0.089, 0.228, 1.806)
H (1.917, 3.515, 0.559)
H (1.310, 2.052, -0.243)
H (3.032, 2.501, -0.363)
H (3.970, -0.553, 0.577)
H (4.898, -0.124, 2.031)
H (5.477, 2.463, 2.178)
H (6.433, 4.380, 0.962)
H (6.523, 4.351, -1.515)
H (5.814, 2.327, -2.735)
H (5.261, -0.913, -1.266)
H (5.370, 0.079, -2.760)
H (3.335, 1.364, -4.214)
H (2.563, 2.331, -2.939)
H (1.572, 1.325, -4.017)
H (3.920, -1.610, -4.236)
H (2.158, -1.589, -4.486)
H (2.886, -2.751, -3.356)
Te (-0.406, -0.539, -2.144)
C (-1.553, -2.192, -2.845)
C (-0.923, -3.308, -3.378)
C (-1.681, -4.303, -3.977)
C (-3.061, -4.183, -4.047)
C (-3.689, -3.081, -3.485)
C (-2.937, -2.085, -2.880)
H (0.155, -3.403, -3.336)
H (-1.186, -5.167, -4.400)
H (-3.646, -4.945, -4.544)
H (-4.766, -2.986, -3.532)
H (-3.431, -1.225, -2.442)

Calculated values
* 2S+1: 6
* net charge: +2
* gap between HOMO and LUMO (alpha / beta): 7.9 / 5.4 eV
* E_HOMO (alpha / beta): -12.3 / -12.7 eV
* E_tot: -3605.1089 hartree
* LUMO (alpha / beta): -4.43 / -7.32 eV
* max |F|: 1.80 eV/A